DFT (ωB97M-V/def2-TZVPD) results for a cluster of 8 separate species, C55H89FIO29S in total at a distorted geometry.

The net charge is -1. Its lowest unoccupied orbital energy is 1.26 eV. Its multiplicity is 1. The calculation puts the strongest force on any atom at 1.8 eV/Å.

CARTESIAN COORDINATES (ANGSTROEM)
C (-1.622, 1.049, 5.963)
C (-1.104, 1.391, 4.776)
C (-1.780, 2.282, 3.789)
C (-2.591, 1.601, 2.603)
C (-3.103, 2.881, 1.879)
C (-3.693, 2.903, 0.461)
C (-4.860, 1.978, 0.051)
C (-6.085, 2.781, -0.446)
C (-7.385, 2.657, 0.360)
C (-8.255, 1.447, 0.006)
C (-9.344, 1.187, 1.063)
C (-9.846, -0.248, 1.210)
C (-8.795, -1.311, 1.547)
C (-9.457, -2.588, 2.090)
C (-8.578, -3.449, 3.008)
C (-7.940, -4.674, 2.332)
O (-8.044, -5.856, 3.111)
C (-6.920, -6.124, 3.915)
C (-3.707, 0.776, 3.320)
C (-5.149, 1.383, 3.340)
O (-5.222, 2.418, 4.015)
O (-6.042, 0.760, 2.786)
C (-3.699, -0.737, 3.182)
I (-4.577, -1.690, 1.468)
O (-2.381, -1.255, 3.493)
S (-1.234, -0.947, 2.436)
O (0.011, -0.943, 3.159)
O (-1.330, -1.934, 1.395)
C (-1.621, 0.790, 1.668)
C (-0.201, 1.349, 1.520)
C (0.006, 2.730, 0.894)
F (0.592, 3.614, 1.820)
O (-2.231, 0.414, 0.479)
C (-1.658, 0.694, -0.782)
C (-0.694, -0.320, -1.385)
O (0.668, 0.104, -1.273)
C (1.530, -0.887, -0.727)
C (2.880, -0.259, -0.419)
H (-1.328, 0.100, 6.399)
H (-2.332, 1.681, 6.485)
H (-0.108, 1.024, 4.559)
H (-2.556, 2.847, 4.316)
H (-1.074, 3.013, 3.395)
H (-3.782, 3.419, 2.540)
H (-2.243, 3.554, 1.833)
H (-4.039, 3.928, 0.307)
H (-2.884, 2.811, -0.268)
H (-4.529, 1.394, -0.815)
H (-5.134, 1.236, 0.793)
H (-6.326, 2.487, -1.475)
H (-5.833, 3.844, -0.491)
H (-7.227, 2.732, 1.436)
H (-7.978, 3.530, 0.063)
H (-8.776, 1.719, -0.923)
H (-7.668, 0.557, -0.239)
H (-10.220, 1.765, 0.750)
H (-9.024, 1.589, 2.026)
H (-10.397, -0.528, 0.304)
H (-10.578, -0.261, 2.025)
H (-8.243, -1.544, 0.631)
H (-8.086, -0.877, 2.256)
H (-10.326, -2.271, 2.672)
H (-9.811, -3.186, 1.247)
H (-9.212, -3.871, 3.794)
H (-7.826, -2.839, 3.511)
H (-6.899, -4.481, 2.056)
H (-8.478, -4.869, 1.401)
H (-5.993, -5.764, 3.460)
H (-6.838, -7.205, 4.043)
H (-7.009, -5.665, 4.906)
H (-3.493, 0.879, 4.387)
H (-4.313, -1.112, 3.994)
H (0.357, 0.635, 0.916)
H (0.328, 1.351, 2.470)
H (-0.885, 3.193, 0.482)
H (0.722, 2.636, 0.074)
H (-1.203, 1.680, -0.886)
H (-2.514, 0.733, -1.462)
H (-0.836, -1.331, -1.002)
H (-0.907, -0.366, -2.459)
H (1.627, -1.732, -1.420)
H (1.116, -1.281, 0.210)
H (3.308, 0.193, -1.311)
H (3.512, -1.055, -0.033)
H (2.707, 0.475, 0.370)
C (-0.166, -5.385, -0.703)
C (-0.992, -5.484, -1.971)
C (-0.464, -6.443, -3.014)
O (-0.975, -5.884, -4.230)
C (-1.128, -4.549, -4.029)
O (-1.364, -3.765, -4.888)
O (-0.975, -4.251, -2.720)
H (-0.053, -4.350, -0.384)
H (-0.640, -5.935, 0.108)
H (0.831, -5.805, -0.849)
H (-2.038, -5.698, -1.740)
H (-0.812, -7.466, -2.889)
H (0.627, -6.430, -3.064)
C (7.810, 1.526, -0.636)
C (7.698, 0.071, -0.227)
C (8.380, -0.931, -1.129)
O (7.606, -2.120, -0.898)
C (6.352, -1.723, -0.539)
O (5.420, -2.451, -0.450)
O (6.331, -0.396, -0.306)
H (6.847, 2.020, -0.517)
H (8.541, 2.042, -0.022)
H (8.122, 1.638, -1.672)
H (8.020, -0.063, 0.809)
H (9.425, -1.105, -0.880)
H (8.294, -0.663, -2.184)
C (9.584, -4.529, -0.901)
C (10.403, -4.545, -2.174)
C (10.517, -5.875, -2.884)
O (11.763, -5.735, -3.586)
C (12.532, -4.867, -2.883)
O (13.685, -4.672, -3.093)
O (11.802, -4.268, -1.918)
H (10.084, -3.944, -0.131)
H (8.610, -4.096, -1.085)
H (9.429, -5.536, -0.510)
H (10.050, -3.775, -2.865)
H (9.709, -6.072, -3.584)
H (10.607, -6.709, -2.185)
C (5.753, 7.104, -1.697)
C (6.823, 6.426, -0.866)
C (8.120, 7.185, -0.688)
O (9.062, 6.125, -0.472)
C (8.586, 5.024, -1.099)
O (9.195, 4.017, -1.265)
O (7.313, 5.227, -1.507)
H (5.288, 6.388, -2.372)
H (4.979, 7.523, -1.057)
H (6.163, 7.918, -2.297)
H (6.421, 6.127, 0.105)
H (8.119, 7.868, 0.157)
H (8.408, 7.722, -1.595)
C (12.528, -8.099, -5.647)
C (12.397, -9.557, -5.260)
C (13.129, -10.552, -6.132)
O (12.353, -11.742, -5.951)
C (11.084, -11.362, -5.655)
O (10.151, -12.094, -5.618)
O (11.040, -10.030, -5.411)
H (11.568, -7.594, -5.576)
H (13.226, -7.587, -4.989)
H (12.893, -7.984, -6.669)
H (12.669, -9.700, -4.211)
H (14.160, -10.725, -5.834)
H (13.094, -10.274, -7.188)
C (0.160, 6.328, 4.699)
C (0.081, 6.501, 3.195)
C (0.096, 7.924, 2.677)
O (-0.604, 7.801, 1.432)
C (-1.451, 6.742, 1.550)
O (-2.298, 6.446, 0.776)
O (-1.186, 6.056, 2.684)
H (-0.544, 5.566, 5.027)
H (1.161, 6.021, 4.998)
H (-0.073, 7.255, 5.226)
H (0.852, 5.904, 2.702)
H (1.093, 8.323, 2.511)
H (-0.468, 8.600, 3.325)
C (-10.587, 7.803, -2.454)
C (-10.322, 6.805, -1.344)
C (-9.337, 5.702, -1.658)
O (-9.760, 4.660, -0.776)
C (-11.087, 4.824, -0.553)
O (-11.795, 4.041, -0.016)
O (-11.497, 6.027, -1.042)
H (-11.652, 8.019, -2.521)
H (-10.058, 8.736, -2.266)
H (-10.256, 7.425, -3.423)
H (-10.033, 7.322, -0.425)
H (-8.301, 5.965, -1.457)
H (-9.430, 5.345, -2.687)

Atomic partial charges in e from the Mulliken method, atoms 1 to 99: atom 1 (C): -1.1680, atom 2 (C): -0.5226, atom 3 (C): -1.4919, atom 4 (C): 2.5813, atom 5 (C): -2.1639, atom 6 (C): -1.2220, atom 7 (C): 1.0801, atom 8 (C): -1.5991, atom 9 (C): -0.1858, atom 10 (C): -0.5446, atom 11 (C): -0.6549, atom 12 (C): -1.0952, atom 13 (C): 0.3622, atom 14 (C): -0.9539, atom 15 (C): -0.4922, atom 16 (C): -0.2602, atom 17 (O): -0.4466, atom 18 (C): -0.6281, atom 19 (C): 1.4115, atom 20 (C): -0.0703, atom 21 (O): -0.8140, atom 22 (O): -0.3522, atom 23 (C): -1.4653, atom 24 (I): -0.0552, atom 25 (O): -0.6283, atom 26 (S): 1.5791, atom 27 (O): -0.7777, atom 28 (O): -0.4847, atom 29 (C): 0.7373, atom 30 (C): 0.3254, atom 31 (C): -1.0563, atom 32 (F): -0.4619, atom 33 (O): 0.4808, atom 34 (C): -0.6986, atom 35 (C): -0.8546, atom 36 (O): -0.4853, atom 37 (C): 0.1146, atom 38 (C): -1.0571, atom 39 (H): 0.2937, atom 40 (H): 0.3307, atom 41 (H): 0.3755, atom 42 (H): 0.8487, atom 43 (H): 0.0798, atom 44 (H): 1.0873, atom 45 (H): -0.7378, atom 46 (H): 1.0493, atom 47 (H): -0.2110, atom 48 (H): 0.1476, atom 49 (H): -0.8972, atom 50 (H): 0.4609, atom 51 (H): 0.3991, atom 52 (H): 0.3958, atom 53 (H): 0.0467, atom 54 (H): 0.2999, atom 55 (H): 0.5068, atom 56 (H): 0.1010, atom 57 (H): 0.5013, atom 58 (H): 0.2311, atom 59 (H): 0.4046, atom 60 (H): 0.1736, atom 61 (H): 0.0259, atom 62 (H): 0.3777, atom 63 (H): 0.3511, atom 64 (H): 0.3798, atom 65 (H): 0.2377, atom 66 (H): 0.1499, atom 67 (H): 0.3135, atom 68 (H): 0.2822, atom 69 (H): 0.2463, atom 70 (H): 0.2517, atom 71 (H): 0.0673, atom 72 (H): 1.0745, atom 73 (H): -1.3493, atom 74 (H): 1.2445, atom 75 (H): 0.3273, atom 76 (H): 0.5701, atom 77 (H): 0.1102, atom 78 (H): 0.5288, atom 79 (H): 0.0410, atom 80 (H): 0.6451, atom 81 (H): 0.5608, atom 82 (H): 0.0101, atom 83 (H): 0.3273, atom 84 (H): 0.2188, atom 85 (H): 0.1267, atom 86 (C): -1.1454, atom 87 (C): 0.5139, atom 88 (C): -0.5874, atom 89 (O): -0.3500, atom 90 (C): 0.5438, atom 91 (O): -0.5395, atom 92 (O): -0.2023, atom 93 (H): 0.1145, atom 94 (H): 0.3544, atom 95 (H): 0.3505, atom 96 (H): 0.2991, atom 97 (H): 0.3072, atom 98 (H): 0.3507, atom 99 (C): -1.4014